No. 1
The following is a DFT calculation (the ωB97M-V functional and the def2-TZVPD basis) of a structure of composition C5H15O3.

```
23
Properties=species:S:1:pos:R:3:forces:R:3
C 1.544 -0.309 0.217 -1.179 -0.369 0.424
O 1.344 0.809 0.988 -0.397 0.403 -0.236
C 0.194 -0.903 -0.324 0.830 -0.067 -0.488
C -0.321 -0.177 -1.594 0.546 0.477 1.527
C -0.977 1.156 -1.172 -0.566 -0.151 -1.556
C -1.183 -1.093 -2.442 0.019 0.133 -0.078
H 2.175 -0.088 -0.659 0.338 -0.229 -0.016
H 1.960 -1.133 0.833 0.452 0.090 -0.253
H -0.443 -0.870 0.563 -0.534 0.042 -0.319
H 0.319 -1.960 -0.608 0.197 0.024 0.240
H 0.596 0.085 -2.136 -0.100 -0.219 -0.202
H -0.760 1.938 -1.913 0.173 -0.002 0.140
H -2.061 1.023 -1.285 -0.017 0.140 0.714
H -0.640 1.496 -0.200 -0.109 -0.091 0.126
H -2.132 -1.322 -1.950 0.005 0.042 0.044
H -0.644 -2.034 -2.573 -0.103 -0.062 -0.195
H -1.402 -0.671 -3.429 -0.024 -0.001 0.035
H -1.525 1.254 3.557 0.051 -0.039 0.107
H -0.837 0.610 2.385 0.144 -0.173 -0.021
O -1.620 0.514 2.953 0.010 0.190 -0.191
H 1.589 0.618 2.253 0.468 -0.315 0.483
H 2.877 0.641 3.217 0.095 0.010 0.125
O 1.949 0.416 3.319 -0.300 0.169 -0.411
```
Forces are in eV/Å.

## Properties
Relative energy (zero: lowest compared OMol25 entry of this formula, charge and spin) (kcal per mole): 7.8
HOMO-LUMO gap (eV): 7.6
Charge: -1
Electronic energy (eV): -11571.2810

=====

No. 2
The following is a DFT calculation (the ωB97M-V functional and the def2-TZVPD basis) of an isolated molecule of C19H19NO4S.

```
44
Properties=species:S:1:pos:R:3:forces:R:3
C -0.468 3.930 2.702 0.410 -0.326 1.056
C 0.356 2.915 1.895 0.949 1.084 -0.450
C 1.076 3.591 0.672 -0.944 0.912 1.188
S -0.761 1.615 1.392 -1.931 -2.800 2.255
O -1.352 1.005 2.621 1.843 1.148 -2.057
O -1.838 2.111 0.503 1.738 0.025 0.192
C 0.256 0.347 0.537 -0.081 0.316 -0.917
C 0.151 0.284 -0.846 -1.456 0.833 -0.004
O -0.659 1.160 -1.525 1.589 -1.967 0.051
N 0.772 -0.705 -1.619 -0.165 1.049 1.823
C 0.184 -1.014 -2.925 -0.788 0.859 -0.923
C -1.209 -1.608 -2.753 0.162 -0.016 -0.026
C -1.326 -2.762 -1.947 -0.344 0.651 -0.634
C -2.585 -3.272 -1.678 -0.912 1.521 -0.597
C -3.714 -2.597 -2.220 0.063 -0.090 -0.022
C -3.596 -1.474 -3.055 0.335 -0.736 0.043
C -2.320 -0.975 -3.338 0.211 -0.384 0.403
C 1.666 -1.564 -0.973 2.094 -2.323 -1.508
O 2.201 -2.491 -1.609 -1.107 1.312 0.492
C 2.040 -1.392 0.447 -0.849 1.220 -0.155
C 3.127 -2.045 1.038 -0.489 -0.192 0.622
C 3.386 -1.888 2.400 0.086 -0.196 -0.823
C 2.560 -1.107 3.183 -1.103 0.791 -0.165
C 1.461 -0.459 2.608 0.395 0.103 -0.194
C 1.241 -0.525 1.201 -0.454 0.737 1.712
H -0.774 3.547 3.705 0.420 0.176 -0.805
H 0.099 4.863 2.828 -0.076 -0.344 -0.009
H -1.371 4.159 2.185 -0.738 0.316 -0.527
H 1.136 2.469 2.531 -0.459 -0.277 -0.185
H 1.710 2.935 0.118 0.428 -0.598 -0.243
H 0.312 3.992 0.005 0.053 0.031 -0.095
H 1.676 4.462 1.044 -0.475 -0.868 -0.233
H -1.263 1.549 -0.845 -0.217 0.369 -0.173
H 0.094 -0.058 -3.480 0.078 -0.520 0.375
H 0.813 -1.651 -3.537 0.401 -0.169 0.531
H -0.420 -3.228 -1.568 -0.144 0.027 0.061
H -2.727 -4.081 -0.993 -0.033 -0.482 0.088
H -4.732 -2.941 -2.006 0.508 -0.058 0.038
H -4.495 -1.048 -3.517 0.449 -0.060 0.331
H -2.179 -0.096 -3.986 -0.046 -0.453 0.437
H 3.703 -2.733 0.451 0.225 -0.074 -0.293
H 4.212 -2.389 2.873 0.265 -0.163 -0.123
H 2.769 -0.960 4.244 -0.136 -0.187 -0.267
H 0.790 0.132 3.235 0.242 -0.196 -0.273
```
Forces are in eV/Å.

## Properties
Structure (SMILES): CC(C)S(=O)(=O)c1c(O)n(Cc2ccccc2)c(=O)c2ccccc12
Relative energy (zero: lowest compared OMol25 entry of this formula, charge and spin) (kcal per mole): 0.0
HOMO-LUMO gap (eV): 8.7
Electronic energy (eV): -40526.5309

=====

No. 3
The following is a DFT calculation (the ωB97M-V functional and the def2-TZVPD basis) of a cluster of 2 separate species, C2H9N2O2PS in total.

```
17
Properties=species:S:1:pos:R:3:forces:R:3
C 0.639 -1.197 -1.868 -1.184 -2.725 0.805
C 0.985 2.470 0.503 2.209 0.342 0.303
N -0.880 -1.700 1.452 0.648 -1.794 -1.424
N -0.142 -0.538 1.222 -1.157 -1.249 -4.690
O -0.508 -0.376 -1.406 1.050 -3.239 -2.791
O 0.704 1.393 -0.322 -2.404 -1.261 -0.930
P -0.703 0.477 -0.177 0.372 1.104 3.308
S -3.447 -0.391 -0.047 0.752 0.480 0.009
H 1.143 -0.583 -2.579 0.477 0.071 -0.514
H 0.223 -2.263 -2.372 0.872 3.257 1.313
H 1.317 -1.509 -1.003 -0.978 0.718 -1.066
H 0.208 3.129 0.826 -1.218 0.094 -0.109
H 1.667 3.110 -0.137 -0.247 -0.658 1.403
H 1.407 1.992 1.417 0.454 1.120 -0.384
H -1.794 -1.730 1.938 0.644 0.732 -1.027
H -0.774 -2.279 0.566 -0.839 0.833 2.105
H -0.044 -0.006 1.986 0.550 2.176 3.690
```
Forces are in eV/Å.

## Properties
Relative energy (zero: lowest compared OMol25 entry of this formula, charge and spin) (kcal per mole): 21.0
HOMO-LUMO gap (alpha / beta) (eV): 6.3 / 6.5
Electronic energy (eV): -29414.7213

=====

No. 4
The following is a DFT calculation (the ωB97M-V functional and the def2-TZVPD basis) of a structure of composition C29H46BrN3P2ReS.

```
83
Properties=species:S:1:pos:R:3:forces:R:3
C -0.350 6.806 -2.662 -0.184 0.423 -0.005
C -0.431 5.405 -2.870 0.792 0.466 1.094
C -0.852 4.970 -4.165 0.172 -0.055 -0.424
C -1.145 5.928 -5.148 0.088 -0.500 0.787
N -1.053 7.242 -4.913 0.159 -0.024 0.272
C -0.674 7.681 -3.705 0.014 -0.351 0.067
C -0.116 4.491 -1.810 -2.021 -1.744 -2.475
C -0.110 3.246 -1.434 -0.303 2.764 -1.164
C -0.880 2.109 -0.942 -1.133 0.742 -1.179
C -0.279 0.862 -1.365 -1.045 -1.071 -2.574
C -0.624 -0.251 -0.511 -1.604 -0.699 1.828
C -1.753 -0.218 0.310 2.993 0.717 -1.024
C -2.592 0.930 0.285 -0.782 2.135 -1.188
C -2.198 2.083 -0.390 -0.661 -0.610 2.052
Re 1.080 1.978 -0.406 2.904 -1.796 2.894
P 2.293 -0.211 0.566 1.090 -1.189 -0.293
H -0.959 3.918 -4.407 0.108 0.083 0.102
H -0.050 7.212 -1.701 0.033 -0.082 -0.100
H -1.462 5.611 -6.150 0.120 0.198 0.465
H -0.619 8.766 -3.564 -0.029 -0.444 -0.077
H -2.779 3.018 -0.448 0.070 -0.751 0.248
H -0.268 0.647 -2.472 0.884 0.259 0.885
H -3.568 0.911 0.775 0.259 -0.030 -0.128
H 0.130 -1.039 -0.459 -0.815 0.112 -0.143
C 1.872 -1.484 1.882 -1.031 0.537 0.438
C 2.433 -2.922 1.786 0.182 -0.172 -0.316
H 0.769 -1.517 1.926 0.381 -0.115 0.180
H 2.202 -1.025 2.826 -0.111 -0.148 -0.341
H 2.276 -3.444 2.747 -0.049 0.389 -0.387
H 1.912 -3.518 1.014 0.308 0.306 0.289
H 3.520 -2.952 1.593 -0.602 -0.023 0.044
C 2.736 -1.362 -0.814 -0.251 0.265 0.107
C 3.288 -0.665 -2.046 0.203 -0.061 -0.204
H 1.834 -1.946 -1.068 0.343 0.145 0.131
H 3.459 -2.076 -0.395 -0.244 0.238 -0.143
H 3.616 -1.434 -2.759 -0.062 0.402 0.034
H 2.519 -0.049 -2.533 0.142 -0.069 -0.032
H 4.154 -0.030 -1.815 -0.179 -0.184 -0.081
C 3.857 0.440 1.226 0.110 0.281 -0.202
C 4.981 -0.597 1.365 0.335 0.110 0.093
H 3.606 0.883 2.207 0.174 -0.021 -0.447
H 4.137 1.277 0.567 0.266 -0.134 0.271
H 5.896 -0.067 1.661 -0.207 -0.231 -0.096
H 4.769 -1.344 2.147 0.051 0.335 -0.330
H 5.191 -1.116 0.416 -0.034 0.227 0.386
Br -1.940 -1.396 1.734 0.048 -0.189 0.744
P -2.361 -3.197 -1.958 -0.137 1.771 1.275
C -0.594 -3.211 -1.439 0.102 -0.439 -0.418
C 0.029 -4.601 -1.326 -0.048 -0.303 0.034
H -0.579 -2.735 -0.446 -0.221 -0.177 -0.335
H -0.059 -2.584 -2.176 -0.241 -0.220 0.267
H 1.097 -4.525 -1.077 -0.289 -0.032 -0.099
H -0.467 -5.157 -0.521 0.181 -0.048 -0.223
H -0.069 -5.165 -2.261 0.106 0.089 0.269
C -3.432 -2.988 -0.479 0.093 -1.047 0.329
C -4.877 -3.449 -0.592 -0.320 -0.097 -0.158
H -3.416 -1.912 -0.251 0.132 -0.356 -0.442
H -2.933 -3.515 0.348 -0.163 0.029 -0.296
H -5.354 -3.359 0.390 0.087 -0.063 -0.224
H -5.440 -2.818 -1.287 0.027 -0.199 0.014
H -4.935 -4.492 -0.914 -0.124 0.184 0.084
C -2.695 -1.643 -2.857 -0.231 -0.346 -0.528
C -3.007 -1.975 -4.315 -0.001 0.158 -0.393
H -1.832 -0.977 -2.758 0.023 -0.218 -0.060
H -3.549 -1.150 -2.374 0.118 -0.238 -0.039
H -3.251 -1.066 -4.868 0.012 -0.142 -0.008
H -2.145 -2.451 -4.792 -0.155 0.053 -0.069
H -3.860 -2.658 -4.384 0.127 0.140 -0.059
S 0.648 2.385 1.702 -0.108 -0.324 3.312
C 0.570 1.249 3.550 -0.342 -0.447 0.391
N -0.640 0.998 4.034 0.433 0.739 -1.960
C -0.908 0.313 5.307 0.057 -0.509 0.924
C 0.264 0.504 6.270 -0.025 0.473 0.183
C 1.582 0.200 5.564 -0.265 -0.445 0.769
N 1.634 0.906 4.260 0.307 0.677 -1.583
H -1.425 1.228 3.423 0.245 -0.029 0.422
H -1.075 -0.766 5.143 0.022 0.421 -0.260
H -1.822 0.730 5.738 0.128 -0.003 -0.211
H 0.145 -0.153 7.155 0.063 0.337 -0.575
H 0.276 1.544 6.640 -0.020 -0.386 -0.126
H 1.681 -0.892 5.429 0.064 0.424 -0.316
H 2.424 0.530 6.183 -0.115 0.053 -0.356
H 2.549 1.103 3.855 -0.400 0.082 0.406
```
Forces are in eV/Å.

## Properties
Relative energy (zero: lowest compared OMol25 entry of this formula, charge and spin) (kcal per mole): 104.1
HOMO-LUMO gap (alpha / beta) (eV): 5.8 / 5.3
Charge: +4
Electronic energy (eV): -136827.3197
Spin multiplicity: 4